Entry from the Open Molecules 2025 dataset: a single C3H7BO molecule at a distorted geometry (ωB97M-V/def2-TZVPD).

The geometry in ORCA input format:
```
! RIJCOSX wB97M-V def2-TZVPD def2/J DEFGRID3
* xyz 0 1
C 0.65073 -1.72409 0.29889
C -0.31993 -1.38754 -0.50443
O -0.25886 -0.23023 -1.18875
B -0.08623 1.06353 -0.87655
C -0.10341 1.56392 0.65490
H 0.46858 -2.59648 0.88416
H 1.62070 -1.19014 0.18387
H -1.31027 -2.06490 -0.55822
H -0.08677 1.61815 -1.88437
H -0.17567 2.62143 0.82155
H -1.04556 1.18040 0.92327
H 0.64669 1.14595 1.24568
*
```

Computed properties:
E	-5947.640	eV
highest occupied orbital energy	-9.5	eV
energy above the lowest of the compared OMol25 structures with the same formula, charge and spin	7.5	kcal/mol
SMILES string	C=COBC
orbital gap	0.381	Ha

Results of the Löwdin charge analysis, in e, for atoms 1 through 4: 0.0150, -0.2421, 0.0147, -0.2786

***

Entry from the Open Molecules 2025 dataset: 19 unconnected molecules or ions with the total composition C33H111O40P7 at a distorted geometry (ωB97M-V/def2-TZVPD).

The geometry in ORCA input format:
```
! RIJCOSX wB97M-V def2-TZVPD def2/J DEFGRID3
* xyz 1 2
C 1.89689 4.76307 -2.84891
O 3.02765 4.80494 -3.70168
H 0.92204 5.02024 -3.26321
H 1.72216 3.71992 -2.58547
H 2.16684 5.38291 -1.99390
H 2.72579 4.71190 -4.60822
C -2.45191 5.36622 -2.61434
O -2.85216 5.49453 -1.25757
H -1.68527 4.59160 -2.63209
H -3.31833 5.06959 -3.20547
H -2.00947 6.28444 -3.00062
H -3.59869 4.90907 -1.11085
C -2.97314 3.56152 2.25023
O -2.19279 2.51882 1.66756
H -4.00915 3.23305 2.33322
H -2.58443 3.65461 3.26430
H -2.91861 4.52958 1.75225
H -1.27886 2.80185 1.58862
C 2.00573 4.09396 2.22760
O 0.65250 3.70829 1.95155
H 2.01395 5.13656 2.54544
H 2.49205 3.54672 3.03514
H 2.69592 4.09830 1.38396
H 0.35379 4.27738 1.23845
C 3.54632 -3.51541 -2.39969
O 2.29173 -3.69593 -1.78268
H 4.26621 -3.08567 -1.70314
H 4.03784 -4.34722 -2.90427
H 3.36752 -2.74808 -3.15291
H 2.37795 -4.44248 -1.18533
C -0.30519 1.37133 -5.94247
O -1.44202 0.67675 -6.40378
H -0.43651 1.84673 -4.97044
H 0.50624 0.65269 -5.82747
H 0.03021 2.10075 -6.67973
H -1.28934 0.31669 -7.28051
C 3.73375 0.60391 4.20068
O 4.54410 1.59463 4.77221
H 3.03817 0.05621 4.83652
H 3.21067 1.00367 3.33196
H 4.40568 -0.15983 3.80914
H 3.88407 2.09394 5.25867
C -3.40080 -0.93483 -4.25884
O -3.36371 0.42342 -4.64446
H -2.37936 -1.26574 -4.07112
H -4.02260 -1.12429 -3.38387
H -3.84121 -1.53315 -5.05643
H -2.56131 0.47383 -5.16905
C -0.05892 6.64360 -0.04979
O -0.51491 5.31768 0.18881
H -0.74060 7.28003 0.51446
H 0.96697 6.77631 0.29381
H -0.27223 6.86114 -1.09635
H -1.40528 5.33101 -0.16989
C 1.60989 -4.62960 -5.20202
O 0.72853 -4.38898 -4.10842
H 2.34572 -5.37228 -4.89367
H 1.13456 -5.06156 -6.08268
H 2.23224 -3.79474 -5.52419
H 1.15913 -4.20914 -3.26947
C 4.11189 1.51661 -4.47843
O 3.52753 0.26338 -4.20648
H 3.31494 2.19279 -4.16898
H 4.98049 1.82952 -3.89901
H 4.28008 1.64027 -5.54825
H 3.06583 0.35663 -3.36999
C 1.36026 -3.42196 1.76058
O 2.44803 -3.23608 2.60672
H 1.66950 -4.03150 0.91150
H 0.64831 -3.98737 2.36184
H 0.87188 -2.54610 1.33346
H 2.90638 -2.49967 2.19537
C -1.98379 -1.62671 7.31783
O -0.59488 -2.01772 7.38088
P 0.58375 -0.91839 7.15896
O 0.60626 0.21144 8.13994
O 1.91433 -1.86278 7.21795
C 2.34968 -2.49430 8.40567
O 0.54673 -0.48338 5.62901
C 0.54148 -1.44497 4.63516
H -2.10780 -0.54484 7.27002
H -2.47840 -1.92163 8.24329
H -2.41461 -2.23593 6.52326
H 1.49129 -2.94624 8.90269
H 2.95107 -1.96209 9.14267
H 2.97119 -3.37436 8.24039
H -0.30366 -1.16780 4.00507
H 0.39979 -2.48919 4.91379
H 1.42253 -1.33307 4.00322
C 6.80913 1.81321 1.94537
O 7.31072 3.04799 1.60224
P 6.38236 4.12851 0.76484
O 7.08625 5.35316 0.28991
O 5.15911 4.36611 1.75330
C 5.30983 5.21534 2.88115
O 5.70682 3.20333 -0.35686
C 4.58969 3.76971 -1.08582
H 5.87451 1.58035 1.43511
H 6.51323 1.78442 2.99405
H 7.49871 0.98788 1.76818
H 5.06503 4.68807 3.80319
H 4.58870 6.03241 2.90286
H 6.29128 5.65781 3.05167
H 4.42844 4.82904 -0.88604
H 3.71445 3.15873 -0.86501
H 4.88297 3.71957 -2.13443
C -2.18384 -1.97882 0.84869
O -2.39439 -3.27968 1.46675
P -3.08177 -3.38233 2.89746
O -2.14414 -3.09556 4.00922
O -3.75460 -4.84490 2.87440
C -4.86250 -5.13088 2.00620
O -4.31763 -2.43895 2.87518
C -5.06799 -2.34797 4.04590
H -2.34873 -1.17321 1.56415
H -2.86021 -1.93673 -0.00503
H -1.21255 -1.97735 0.35404
H -5.03146 -4.35010 1.26462
H -5.78565 -5.24958 2.57348
H -4.76040 -6.10947 1.53712
H -5.23707 -1.31537 4.35127
H -4.66598 -2.82416 4.94019
H -6.02350 -2.81686 3.81091
C 0.49194 -1.42052 -2.91820
O -0.05589 -0.14272 -2.84094
P 0.63933 0.89097 -1.71470
O 2.06757 1.20230 -1.96111
O -0.39689 2.20055 -1.77582
C -1.79277 2.01020 -1.56516
O 0.33130 0.25314 -0.25222
C 0.92753 0.69655 0.92481
H 1.12607 -1.53309 -3.79757
H -0.26839 -2.20103 -2.88994
H 1.10708 -1.63122 -2.04338
H -2.21135 1.16445 -1.01964
H -2.17518 1.98619 -2.58559
H -2.28792 2.91319 -1.20801
H 1.55975 1.57109 0.77126
H 1.43326 -0.09198 1.48207
H 0.08871 0.93292 1.57950
C 5.63864 -4.34821 0.69010
O 5.84502 -3.15975 0.06525
P 5.60048 -1.74215 0.83714
O 4.28760 -1.56635 1.52566
O 6.87484 -1.60271 1.77110
C 8.19289 -1.90134 1.29049
O 5.81155 -0.56446 -0.27683
C 4.66127 -0.20855 -1.07296
H 5.05895 -4.36876 1.61294
H 6.51168 -4.99893 0.64061
H 4.97530 -4.84193 -0.02006
H 8.42575 -2.96618 1.29159
H 8.97412 -1.36520 1.82930
H 8.31943 -1.62455 0.24384
H 3.76046 -0.82035 -1.12149
H 4.98391 -0.21389 -2.11410
H 4.36327 0.81027 -0.82536
C -4.80316 0.60878 0.33252
O -5.04566 1.17305 -0.97724
P -5.84687 2.60891 -1.20548
O -5.02958 3.81821 -0.93465
O -6.49238 2.52816 -2.70769
C -5.65585 2.66319 -3.82823
O -7.16157 2.44882 -0.28806
C -8.09714 1.36763 -0.58972
H -5.40943 0.94305 1.17442
H -3.77980 0.82075 0.64222
H -4.88661 -0.46412 0.15927
H -6.04463 3.45370 -4.47013
H -5.48860 1.75143 -4.40167
H -4.65230 2.98251 -3.54712
H -9.13397 1.60042 -0.34705
H -7.88319 0.46213 -0.02192
H -8.04915 1.09106 -1.64296
C -6.61814 -2.66051 -1.52554
O -5.88372 -2.85718 -2.69882
P -4.80037 -4.10208 -2.82160
O -4.18882 -4.25843 -4.14492
O -3.75133 -3.88344 -1.59793
C -2.58845 -4.61837 -1.58511
O -5.67934 -5.39273 -2.33000
C -6.69639 -5.94954 -3.17929
H -7.70282 -2.75707 -1.57304
H -6.48098 -1.62769 -1.20527
H -6.24689 -3.27772 -0.70743
H -2.25854 -5.02997 -2.53896
H -2.72478 -5.46168 -0.90809
H -1.74592 -4.07744 -1.15424
H -6.22334 -6.70866 -3.80223
H -7.03182 -5.19234 -3.88797
H -7.53266 -6.26353 -2.55465
*
```

Computed properties:
expectation value of S²	0.755
E	-182942.523	eV
highest occupied orbital energy (spin up / spin down)	-11.5 / -11.2	eV
orbital gap (spin up / spin down)	0.365 / 0.067	Ha

Results of the Löwdin charge analysis, in e, for atoms 1 through 4: -0.1550, -0.1136, 0.0761, 0.0448

***

Which formula does entry 2 have?
C33H111O40P7

***

What is the E in the second record?
-182942.523 eV

***

Which of these has the highest E?
C3H7BO